Entry 1:
The following is a DFT calculation (ωB97M-V with the def2-TZVPD basis set) of a 7-piece molecular cluster, C59H55Br2F35INO17 overall.

Structure (XYZ):
```
170
C59H55Br2F35INO17 | OMol25 | ωB97M-V with the def2-TZVPD basis set
O 0.4750 -2.2261 8.3531
C -0.1648 2.4197 -3.1940
C 12.1484 1.9101 3.4527
H -1.7181 -0.0628 6.3011
O -10.0354 6.7953 -3.7748
C 2.6999 3.9900 -8.3038
C -2.4011 5.7764 -3.8426
H 5.7914 4.3550 -7.4269
O -6.4849 -3.9191 4.2260
C 6.3494 -4.0059 -1.7070
F 5.5323 0.1515 2.3091
C -0.5307 -3.3314 3.6126
H -8.3317 3.1156 2.5240
C -1.7921 5.1070 -5.0702
C -1.3659 -2.0717 2.9899
F 5.2084 -1.8146 -1.7346
C -9.2533 6.7578 -2.6762
C 9.4926 0.6226 2.6072
H 4.1302 -6.5373 1.2140
F -9.0312 -3.4565 2.8840
H -11.8083 7.0253 -2.6926
F 3.6135 -6.0521 -1.3276
C 2.3972 -2.0552 6.8310
C -6.7335 -4.0951 2.9115
C -11.2332 8.9067 -3.6170
H -1.1007 -4.6323 -1.9198
H 2.6492 -2.4008 5.7716
H 10.1175 0.8233 1.7336
F 2.0909 1.7008 -8.5840
H -8.1763 0.6179 2.4440
F 8.0757 -0.7099 -0.8959
H -4.7487 8.2903 -3.8313
F -4.0328 1.6965 1.5945
C -0.4749 -1.1754 -1.5159
C 9.8317 1.5601 3.7505
O -6.5919 2.5842 1.6028
C 0.8077 -2.1888 7.1327
O -9.5767 7.1883 -1.5987
H -0.5282 0.7342 -4.5962
F 2.3110 -2.9122 -2.8439
O -2.2412 -1.4122 3.6615
F 13.6852 0.3589 4.4315
C 7.3758 -1.8597 -0.3916
C 4.8621 4.7942 -7.7973
F 7.6278 -1.1892 1.9256
H 5.0007 4.9853 -8.8655
H -1.2572 2.2115 -2.8990
C 1.0363 -5.8051 4.5433
H -8.4102 3.1890 0.7688
C 0.4031 1.1494 -4.0489
F 7.5082 -4.4612 -2.4344
C -7.8033 -3.1183 2.4340
C 6.6117 -1.5739 0.9774
F 1.5720 2.6204 -6.6966
C -5.5197 -4.8088 4.8088
F 6.3680 -4.7052 -0.4797
H -3.3441 -0.9109 6.2706
O -6.6150 2.1579 -0.6151
F 14.5304 1.9389 3.2279
H 1.7458 -0.6157 -3.6706
F -7.8918 -3.0578 1.0921
F 4.1950 -0.8380 0.7726
C 0.7839 -4.6218 5.5444
C -4.1074 -4.3669 4.4786
F 3.6413 -3.8864 -0.5321
C -1.0598 -1.7066 1.4521
C 5.5387 -0.3895 0.9779
C 13.5194 1.6488 4.0679
O -2.0486 -3.3589 7.2368
F -8.0829 4.7292 -3.1262
O -6.2023 -4.9318 2.2272
H -4.0557 6.0061 -1.8879
C -4.4902 2.4001 0.5343
H 2.7517 -0.9747 7.0398
H 0.4404 2.5763 -2.2288
H -12.2264 9.3572 -3.5637
F 5.9785 -2.7079 1.5576
H -3.9230 -4.4162 3.4025
H 1.2096 -4.7737 6.6055
I -1.3690 1.5090 2.2404
C 0.9202 -0.0444 -3.0938
C 2.0546 -7.2365 1.5748
H -3.3474 8.2706 -2.7729
H -10.6435 9.2716 -2.7730
H -0.7719 1.1192 -0.8885
F -7.3673 6.5022 -4.1290
C 1.7094 2.8660 -8.0182
H -3.9438 -3.3294 4.7814
H 3.6518 6.5457 -7.3974
H 1.6855 -7.3282 6.1620
H -10.7344 9.2510 -4.5265
C -11.3295 7.3929 -3.6049
F -2.2994 5.5833 -6.2269
C -1.5572 -2.2834 6.7479
O -3.7446 5.8286 -3.9490
F 7.1987 -2.0204 -2.8009
C 3.2292 -6.1629 1.8374
H 5.3878 6.7816 -7.1346
H -5.4807 6.0828 -2.9113
F 5.4268 -5.8553 -2.9794
H 9.6757 2.6072 3.4747
C -0.8296 -4.4066 1.1119
F 8.4339 -2.7836 -0.0721
C 0.5055 -5.8183 3.0796
F 4.8693 -3.7998 -3.7633
H 1.2462 -4.6003 -0.5676
O -1.7804 6.1759 -2.8900
O -1.2299 -5.3943 0.4476
F -2.0136 3.7747 -5.0769
C -7.9317 6.0617 -2.9837
C -0.7842 -2.9190 0.4793
H -5.7049 -5.8403 4.4945
C 1.1086 -4.7285 -1.6928
C -0.7555 0.0219 -0.5347
F -3.8593 1.9058 -0.5478
C 0.7615 -7.0721 2.1410
H -0.2214 -3.5678 -3.1701
H -8.3174 0.6598 0.6944
C -4.4428 6.4024 -2.8318
C 6.4947 -2.4134 -1.6056
C 3.7213 -4.6758 -1.7081
H 9.1766 1.3513 4.5997
H 3.5564 -6.1661 2.9299
H -11.9428 7.0598 -4.4454
C 4.5654 6.0705 -7.0329
H -0.1302 3.3772 -3.8073
C -4.3763 7.9173 -2.8735
F -0.4567 5.2737 -5.1484
C -1.0355 -0.2269 0.9970
H 1.7265 -8.0121 4.4537
H -3.3757 -5.0016 4.9831
F 13.7210 2.3878 5.1801
O -0.2011 -0.9583 -2.9151
O 11.1770 1.3501 4.2046
C 1.8857 -7.0622 5.0637
F 0.4746 3.1275 -8.4843
O 11.9463 2.5524 2.4541
C -0.2762 -4.5281 2.6252
C -0.0018 -3.3395 5.1150
C -0.2310 -3.8851 -2.0761
H 0.9103 -5.8503 -1.8682
H -4.9703 8.3523 -2.0669
H 1.4025 0.3213 -2.1264
H 8.4486 0.7330 2.3160
H 4.4106 5.8543 -5.9728
Br 2.3431 -8.8698 0.4456
C -6.0093 2.3487 0.4083
C -2.3493 -0.8731 6.8311
H 1.2250 1.4848 -4.7708
H -5.6696 -4.7719 5.8905
H 9.6744 -0.4151 2.8967
H -2.5516 -0.5644 7.9260
F 5.8119 0.6887 0.1237
H -9.6755 1.2086 1.6907
F -7.0084 6.2392 -2.0130
O 3.8308 3.8188 -7.5863
C -8.0273 2.6020 1.6090
F -7.5766 -1.8552 2.8573
O 2.5220 4.8911 -9.0825
C -0.4921 -2.6815 -1.0487
H 2.9308 -2.7413 7.5836
F -4.0390 3.6642 0.6935
Br -0.6567 -8.4391 1.7626
N -0.2140 -2.2205 6.0597
H 2.9979 -6.7661 4.9360
H 2.9883 -5.1206 1.4387
C 2.3856 -4.3196 -2.5709
C 5.0825 -4.5262 -2.5414
C -8.5867 1.1920 1.6096
F 2.3242 -5.1198 -3.7643
```

Output
F_max	6.37	eV Å⁻¹
LUMO	-1.61	eV
SMILES	CCCOc1cc(I)c2c(c1CCC(F)(F)C(F)(F)C(F)(F)C(F)(F)C(F)(F)C(F)(F)C(F)(F)C(F)(F)F)C(=O)c1c(c(N(C(C)=O)C(C)=O)cc(C)c1/C(Br)=C(\C)Br)C2=O.CCOC(=O)C(F)(F)F.CCOC(=O)C(F)(F)F.CCOC(=O)C(F)(F)F.CCOC(=O)C(F)(F)F.CCOC(=O)C(F)(F)F.CCOC(=O)C(F)(F)F

Results of the Mulliken charge analysis, in e, for atoms 1 through 6: -0.561, -0.487, 0.361, 0.262, -0.318, 0.364

***

Entry 2:
The following is a DFT calculation (ωB97M-V with the def2-TZVPD basis set) of C59H55F15GeHfN3P2SSe4Si as an isolated structure.

Structure (XYZ):
```
142
C59H55F15GeHfN3P2SSe4Si | OMol25 | ωB97M-V with the def2-TZVPD basis set
H -0.4909 2.7791 2.7609
H -2.4440 1.9552 3.8571
C 4.4889 3.4961 -2.8415
H -0.3149 0.9811 -5.8476
C 6.6930 -1.4716 0.5438
C -1.4922 0.7763 5.4027
F 4.5688 4.4805 1.8374
C -4.9700 -2.2041 1.7865
F 5.2124 3.1543 -3.9115
C 0.9014 -2.7106 1.3227
C 4.3430 -1.0452 0.4859
P -1.7877 0.2418 2.4442
H -6.0325 -0.2061 0.0197
C -0.9047 -3.7133 -1.3060
F 4.0792 5.6086 -3.7794
C -3.9721 0.6695 -3.7330
C 0.9849 -3.6095 2.5558
C -0.3361 2.2192 3.6805
H -5.5665 0.1157 -1.6426
C -3.5166 -1.3055 -5.8793
H 1.1595 0.7868 -1.8198
C -1.7572 -3.6596 -3.6282
H -6.3109 -3.1272 3.1823
C -5.4417 -0.5829 -0.8165
Se -3.8253 2.5847 0.9661
F 5.0378 5.2950 4.3447
H 0.7745 -1.2533 -5.3178
H -3.5575 -0.2994 4.7914
H -1.2881 -2.6822 1.3044
C 4.1739 3.6905 2.8385
H -2.2048 1.3466 6.0065
C 3.5357 2.0749 4.9844
H -5.7630 -0.4862 -3.4163
H -2.2113 1.5865 -4.4792
C -2.5581 -0.1264 -5.6850
F 3.2494 1.2778 6.0165
H -0.1067 0.4859 7.0229
C -2.7640 -2.2161 -1.0693
C -4.7722 -0.6230 -3.8537
H -5.3752 -0.1990 -5.8815
Se -3.0124 4.7733 1.1101
C 4.1206 3.3100 5.2036
H 1.1166 -3.2907 0.4263
C -1.5536 1.3206 3.9498
Hf -1.6422 1.0931 -0.2792
C -1.2583 -2.1422 -1.1970
H 2.0756 1.7440 -2.9675
C 4.4477 4.1168 4.1282
H -0.1804 2.8601 6.9908
N -1.3353 -5.3777 0.6376
C -2.0795 -4.1524 -2.2533
Se -0.7722 4.3965 0.7140
H -0.1399 2.0641 -3.6056
H 1.5797 -2.0917 3.9617
H 3.2445 0.4978 -4.9378
N 1.4781 -4.0986 -2.2956
H 1.6991 -1.2919 -3.0064
H 0.7203 -3.4526 4.6941
H 0.5614 1.6152 3.5289
C -1.2140 -2.4287 -3.7138
H -4.5072 1.4472 -4.2911
C -4.9032 -1.0145 -5.3212
C 6.9205 -0.1288 0.7912
C 4.3010 2.6041 -1.8003
C 0.2005 1.0268 -3.7342
C -5.4953 -2.4273 3.0474
H 0.6529 3.9097 4.5794
H -5.4432 -1.8119 5.1056
C 2.6424 -0.3894 -4.7073
H -0.6858 -1.4328 4.6138
H -5.3990 -2.7218 0.9352
C -4.9983 -1.7073 4.1236
C 0.4235 -3.9421 -1.8688
H -3.9256 0.9985 -2.6907
H -3.1357 -2.1931 -5.3813
C -0.4549 -1.9831 1.2161
H 1.3743 2.4770 6.2780
C -0.1047 0.9306 6.0253
F 4.3849 3.7119 6.4441
H -0.9526 -2.0275 -4.6856
C 0.2959 2.4071 6.1174
C -0.9675 -1.5670 -2.5978
C -2.5448 0.5578 -4.2989
H -1.9271 -4.2985 -4.4843
H -4.2463 -3.5700 -1.8711
C 3.5641 2.4742 2.5854
H -1.4000 -2.7037 3.6185
H -2.8563 0.6529 -6.3959
H -4.2682 -1.4262 -3.3078
F 2.3598 4.5760 0.4602
F 5.1905 -3.2301 0.1506
H 0.2290 -4.3896 2.4828
C 4.5341 0.3021 0.7307
C 0.5694 0.8990 -5.2164
F 2.6243 6.3307 -1.6022
C -3.9210 -0.8570 3.9422
C -0.5060 -1.0913 2.4813
H -2.2530 -5.2265 -2.2142
C -0.5536 -2.0144 3.7051
C 3.0307 4.2096 -0.6351
S 1.0470 1.1189 0.7945
H 3.1797 -0.4071 -2.6182
N -0.5891 -1.3247 -0.1308
C 1.3668 -0.3610 -5.5437
F 2.7245 0.4725 3.4894
Se -0.7096 3.5067 -1.4388
C -1.0956 -4.5710 -0.1449
C -0.1130 3.1774 4.8451
H -1.7929 -0.2651 5.4734
F 7.7182 -2.3138 0.4562
C 3.2709 1.6866 3.6857
H -5.8567 -1.5442 -1.1294
C 3.1728 5.1187 -1.6644
H 0.6279 0.3756 5.4321
F 6.1009 2.0357 1.0639
H 1.6051 -0.3773 -6.6109
H 0.3542 -1.1121 -0.4573
C 5.8427 0.7311 0.8738
C 3.5798 2.9420 -0.6688
H -1.0393 3.7335 5.0177
H 3.2417 -1.2709 -4.9469
H 0.4270 -0.5235 2.5263
C 0.7531 -2.7967 3.8201
Si -3.6229 -0.7459 -0.2526
C -3.9147 -1.3146 1.5663
Ge 3.0844 1.6861 0.8020
C -3.2096 -3.3220 -1.6806
F 8.1702 0.3175 0.9383
C 1.4511 0.8482 -2.8655
C 5.3987 -1.9363 0.3883
F 3.1025 -1.5202 0.3408
H -5.5368 -1.8990 -5.4273
H -3.5673 -1.5239 -6.9503
H 1.1983 1.7666 -5.4519
H 1.6729 -1.9379 1.3842
F 4.8373 1.3823 -1.9315
H -1.5567 -0.4465 -5.9733
P -1.2772 0.1374 -2.9417
C -3.3359 -0.6977 2.6849
C 2.2738 -0.3880 -3.2277
C 3.9128 4.7520 -2.7756
H 1.9606 -4.1005 2.5839
```

Output
net charge	-1
F_max	2.17	eV Å⁻¹
ΔE to the lowest compared entry with this formula, charge and spin	72.1	kJ/mol
LUMO	1.48	eV

Results of the Mulliken charge analysis, in e, for atoms 1 through 6: -1.307, 0.811, 0.495, 0.628, 0.657, -1.540

***

Entry 3:
The following is a DFT calculation (ωB97M-V with the def2-TZVPD basis set) of C59H55N6O8SSn as an isolated structure.

Structure (XYZ):
```
130
C59H55N6O8SSn | OMol25 | ωB97M-V with the def2-TZVPD basis set
C 0.3150 2.2047 4.3539
C -4.6704 0.2750 0.3376
S 5.6461 0.6771 -5.7498
H -0.6982 3.9059 -3.8781
C -0.2546 3.0092 -4.2999
C 1.3519 -2.2908 2.4340
H 0.4685 -1.9770 7.3350
H -2.2077 -1.6525 -5.0414
C -1.5600 -3.8778 1.4034
C -1.5486 -0.7823 4.2818
C 0.2593 4.4987 3.6795
C 3.2788 -1.1195 -2.9863
H -2.0824 -0.4148 3.4185
H 5.3182 2.1314 -3.2945
H 0.1903 5.9425 5.2583
H 0.2947 1.1541 4.1010
C -0.5036 -4.6238 3.4075
C 0.3039 2.5929 5.6844
O 0.9356 -2.8052 -0.4306
C -1.8693 1.7280 -1.4767
C -1.8928 -0.3471 5.5524
N -0.6270 1.5873 -1.1736
C 0.3495 1.6948 -6.2158
C 0.3393 2.6713 1.8697
C 0.2696 3.9389 6.0196
N -2.4376 0.2006 0.2344
C 1.8185 2.3793 1.4795
H 0.2530 4.2440 7.0584
C 0.3218 2.0673 -3.4552
H -2.1666 2.3769 -2.2963
C -1.6335 3.8155 0.8458
H 0.1844 3.3988 -1.8168
H 0.2457 -1.8185 -4.4664
C 0.8928 0.9296 -4.0049
H -1.9313 6.5259 -1.1640
C -0.2488 3.7685 0.9830
C 2.9553 -0.9209 3.8281
C -0.2451 2.8236 -5.6756
C 3.2871 -0.2206 -1.9235
H -5.0694 -2.6856 -1.3426
H 2.0450 -1.3816 -0.7155
C 2.3221 1.2197 2.2697
H 2.4455 3.2479 1.6718
H 1.3528 2.1092 -1.5750
C -1.8025 -6.1680 2.0981
H -3.4631 -2.2267 -0.8212
C -2.0742 -5.1507 1.1978
H -3.8202 -3.9208 -1.1967
H -1.7880 -3.0830 0.7092
C -0.0183 -2.6802 -1.1961
C -1.0170 -5.8959 3.2084
C -1.1801 -0.7796 6.6603
C -1.5359 -3.9624 -2.6490
H 2.6954 -2.0304 -2.8925
H -3.4138 -0.9981 1.6805
C 0.5163 4.7447 0.3568
O -1.9299 -5.0468 -3.0219
C -0.4909 -1.6670 4.0917
O 5.7950 2.1254 -5.7732
H 1.3306 0.1915 -3.3509
C -4.2591 1.1328 -0.6995
H -2.7167 0.3448 5.6731
H -4.0416 -3.4251 -3.5857
H 0.1612 -3.5766 -4.6664
H 3.5501 2.3892 3.5727
C 2.0863 -1.0340 2.7509
H -0.1082 -4.7060 -1.3865
C 3.1799 1.3996 3.3440
C -2.2361 4.7974 0.0796
C 0.3059 3.1525 3.3328
O 4.8197 0.1328 -6.8199
O -0.3958 1.4876 1.7997
C -0.7590 -3.5970 2.5032
C 0.2420 4.8896 5.0118
H 0.2323 5.2572 2.9085
H -2.2297 3.0521 1.3300
H -2.2851 -3.4188 -5.1596
C -2.8762 1.0592 -0.7228
H 0.0979 -4.4421 4.2870
C 3.5254 0.3052 4.1134
C 3.9921 -0.8365 -4.1410
H 4.2119 0.4114 4.9432
H 3.9923 -1.5187 -4.9821
H -3.9747 -1.6812 -3.2823
H -0.8037 -6.6763 3.9278
O -0.7885 -1.3289 1.7587
C 4.7021 0.3471 -4.2590
H 0.3898 1.5601 -7.2887
H 1.7645 -3.1379 2.9805
H 1.4017 -0.1272 -5.7941
H 2.6819 -0.0057 0.0649
N 1.8316 0.0126 1.9527
H -0.6806 3.5732 -6.3244
C -1.4623 5.7603 -0.5592
H -5.6806 0.0677 0.6502
C -0.1708 -2.1797 2.6818
H -2.2028 -7.1610 1.9405
H -2.6916 -5.3444 0.3292
H -3.3140 4.8072 -0.0249
C -3.5209 -0.2801 0.8848
C -1.7753 -2.5848 -4.6748
C 0.9174 0.7451 -5.3760
N -0.5522 -1.4767 -1.5057
H 1.5932 4.7520 0.4573
N 2.4915 -0.4786 -0.7959
C 0.2271 -2.0815 5.2105
C -4.0095 -2.8881 -1.4950
H 1.4424 -2.5078 1.3731
O -1.9075 -0.3318 -2.9173
H 1.0688 -2.7530 5.1015
C 4.0307 0.9463 -2.0237
H 0.5289 6.4774 -0.9052
C -0.0853 5.7349 -0.4123
C 4.7428 1.2210 -3.1875
H -0.0970 -2.5119 -6.0434
N -0.5173 -3.8538 -1.7433
H -1.4497 -0.4406 7.6524
H 1.8411 2.1598 0.4076
Sn -0.3620 0.0320 0.4032
C -3.6120 -2.6534 -2.9450
C -2.0891 -2.6594 -3.1681
H -4.8760 1.7386 -1.3434
C -0.2819 -2.6274 -4.9759
C -0.1103 -1.6438 6.4827
O 6.8910 -0.0490 -5.5336
H 0.3062 1.8350 6.4573
C 0.3624 2.3338 -1.9715
C -1.5076 -1.3999 -2.5039
H 4.0254 1.6469 -1.1925
H 3.1920 -1.7956 4.4175
```

Output
net charge	-1
F_max	0.97	eV Å⁻¹
ΔE to the lowest compared entry with this formula, charge and spin	94.3	kJ/mol
LUMO	0.81	eV

Results of the Mulliken charge analysis, in e, for atoms 1 through 6: 0.508, -1.514, 1.325, 0.526, -0.134, -1.691

***

The lowest F_max belongs to which entry? C59H55N6O8SSn

***

F_max of number 1 (C59H55Br2F35INO17)? 6.37 eV Å⁻¹

***

Among the records above, which one has the lowest LUMO? C59H55Br2F35INO17